1.
Below is a molecular structure, C28H54BrFN2O9Si2 in a non-equilibrium geometry, with properties calculated with the ωB97M-V functional and the def2-TZVPD basis.

## Properties
LUMO (eV): 0.162
HOMO (eV): -8.41
Gap between HOMO and LUMO (eV): 8.57
Net charge: 0

Each line ends with the Löwdin charge.
Geometry (Å):
C1 -2.4081 2.7409 -1.9164  -0.0810
C2 -1.0459 2.5135 -2.5937  -0.2327
C3 0.0975 2.4078 -1.5971  -0.3319
F1 1.3033 2.4385 -2.3315  -0.0725
Si1 0.0977 0.7990 -0.5886  0.4037
O1 1.4764 0.0188 -1.0368  -0.0897
C4 -1.3653 -0.3233 -0.9847  -0.1018
C5 -1.2848 -1.0562 -2.2844  -0.4117
O2 -1.9335 -0.7405 -3.2599  0.0932
C6 -0.3570 -2.2347 -2.3416  -0.1805
C7 -0.5419 -3.3296 -1.5020  -0.0348
C8 0.3234 -4.4114 -1.5716  -0.0815
C9 1.3835 -4.3906 -2.4616  -0.0873
C10 1.5662 -3.3004 -3.3014  -0.0696
C11 0.6975 -2.2232 -3.2447  -0.0254
O3 -0.0259 0.9782 1.0494  -0.2435
Si2 0.9236 1.8982 2.0467  -0.0596
Br1 0.2083 4.0025 2.0832  0.4304
C12 2.6842 1.8791 1.4551  -0.2988
N1 2.8526 2.7732 0.2969  -0.1752
C13 3.7324 3.9035 0.5489  -0.1394
N2 0.7505 1.3033 3.6090  0.0194
C14 0.9106 0.0997 3.9837  -0.4394
C15 -0.2458 -0.8603 4.0854  -0.0271
C16 2.2325 -0.4615 4.4224  -0.0308
H1 -2.8435 3.6728 -2.2593  0.0739
H2 -2.2658 2.7960 -0.8334  0.0724
H3 -3.0738 1.8998 -2.0923  0.0621
H4 -1.0454 1.6841 -3.2984  0.0953
H5 -0.8292 3.4056 -3.1855  0.1111
H6 0.0856 3.3045 -0.9754  0.0938
H7 1.5470 -0.8701 -0.6730  0.0731
H8 -2.3078 0.2101 -0.8902  0.0894
H9 -1.3361 -1.0651 -0.1799  0.0885
H10 -1.3714 -3.3210 -0.8075  0.1150
H11 0.1712 -5.2568 -0.9163  0.1020
H12 2.0611 -5.2320 -2.4902  0.1019
H13 2.3981 -3.2972 -3.9919  0.1055
H14 0.8514 -1.3739 -3.8943  0.1262
H15 3.0057 0.8620 1.2185  0.0842
H16 3.3033 2.2018 2.2991  0.0764
H17 3.2044 2.2316 -0.4787  0.0910
H18 3.1912 4.6777 1.0912  0.0579
H19 4.0272 4.3364 -0.4058  0.0804
H20 4.6427 3.6306 1.0942  0.0751
H21 -0.6993 -0.7484 5.0720  0.0921
H22 0.0898 -1.8928 3.9971  0.0694
H23 -0.9849 -0.6294 3.3225  0.0778
H24 2.5268 -1.2661 3.7456  0.0912
H25 2.1751 -0.8737 5.4301  0.0842
H26 3.0038 0.3044 4.3890  0.0772
C17 4.2572 -7.8607 7.1674  -0.1128
O4 3.5813 -6.6557 7.4418  -0.1954
C18 4.3128 -5.5136 7.0393  -0.2084
C19 3.3939 -4.3458 6.7704  -0.1860
O5 2.7062 -4.4165 5.5316  -0.1346
C20 1.6248 -5.3281 5.4301  -0.1837
C21 0.3778 -4.9010 6.1688  -0.2094
O6 0.4952 -5.1506 7.5554  -0.1930
C22 -0.3686 -4.3485 8.3258  -0.1109
H27 5.1965 -7.9322 7.7281  0.0886
H28 3.6032 -8.6761 7.4690  0.0882
H29 4.4744 -7.9582 6.0971  0.0881
H30 4.8930 -5.7301 6.1338  0.1279
H31 5.0107 -5.2322 7.8404  0.1293
H32 4.0202 -3.4544 6.6901  0.1263
H33 2.7027 -4.1972 7.6029  0.1234
H34 1.9223 -6.3361 5.7260  0.1236
H35 1.3794 -5.3486 4.3658  0.1264
H36 -0.4769 -5.4672 5.7720  0.1301
H37 0.2008 -3.8322 5.9883  0.1162
H38 -0.1783 -3.2821 8.1535  0.0863
H39 -0.1766 -4.5745 9.3724  0.0890
H40 -1.4210 -4.5613 8.1039  0.0891
C23 -5.7184 3.1920 -5.0185  -0.1142
O7 -4.4898 3.7430 -5.4344  -0.2028
C24 -3.7139 2.8252 -6.1893  -0.1997
C25 -2.7851 3.5515 -7.1320  -0.1837
O8 -3.4168 4.0648 -8.2927  -0.1240
C26 -4.1998 5.2364 -8.1480  -0.1866
C27 -3.3961 6.5038 -7.9733  -0.2096
O9 -2.9173 6.6251 -6.6468  -0.1969
C28 -1.7915 7.4649 -6.5517  -0.1155
H41 -5.5668 2.3331 -4.3540  0.0871
H42 -6.2637 3.9669 -4.4831  0.0871
H43 -6.3099 2.8783 -5.8868  0.0880
H44 -4.3640 2.1554 -6.7644  0.1282
H45 -3.1175 2.2229 -5.4896  0.1250
H46 -2.0658 2.8193 -7.5047  0.1289
H47 -2.2298 4.3290 -6.6024  0.1224
H48 -4.9314 5.1334 -7.3434  0.1226
H49 -4.7436 5.3250 -9.0909  0.1272
H50 -4.0412 7.3643 -8.2020  0.1278
H51 -2.5583 6.4982 -8.6817  0.1276
H52 -0.9699 7.0995 -7.1791  0.0881
H53 -1.4681 7.4609 -5.5128  0.0874
H54 -2.0308 8.4943 -6.8446  0.0876

Atomic forces in eV per Å
C 0.503 -0.479 0.234
C -0.001 0.660 -0.260
C 0.009 -0.140 -0.198
F -0.016 0.022 0.013
Si -0.367 -0.068 -0.163
O 0.070 0.011 0.313
C -0.013 -0.299 0.292
C -0.377 0.043 -0.201
O 0.207 0.086 0.032
C 0.055 0.014 0.046
C 0.067 0.255 -0.069
C -0.140 0.095 0.138
C -0.022 -0.075 0.019
C 0.096 -0.106 0.064
C 0.065 -0.162 -0.134
O 0.353 0.440 -0.486
Si -0.408 0.164 0.840
Br -0.030 0.038 -0.115
C 0.097 0.357 0.014
N 0.145 -0.409 -0.010
C -0.205 0.083 -0.295
N 0.323 -0.750 -0.667
C -0.246 0.191 0.466
C 0.087 -0.056 -0.067
C 0.323 0.294 -0.030
H -0.254 -0.031 0.028
H -0.152 0.181 0.073
H -0.216 0.130 -0.162
H -0.092 -0.187 0.126
H 0.130 -0.055 -0.124
H 0.097 -0.062 0.190
H 0.121 -0.089 -0.155
H -0.029 0.110 -0.118
H 0.062 0.018 0.095
H -0.024 -0.111 0.076
H 0.011 -0.091 0.001
H 0.077 -0.009 -0.086
H 0.013 0.064 -0.050
H -0.073 0.092 -0.011
H -0.060 -0.090 -0.007
H 0.087 0.035 0.010
H -0.064 0.032 -0.133
H 0.064 0.004 0.201
H 0.006 0.028 -0.045
H 0.036 0.012 0.113
H -0.076 0.040 0.018
H -0.006 -0.069 -0.011
H -0.092 0.042 0.035
H -0.094 -0.160 0.063
H -0.044 -0.138 0.006
H -0.025 0.063 0.057
C -0.006 0.006 0.098
O -0.093 0.001 -0.203
C 0.008 -0.076 0.146
C 0.033 0.129 0.033
O -0.003 0.061 -0.047
C -0.010 -0.050 -0.112
C -0.079 -0.115 0.088
O 0.155 0.159 0.005
C -0.039 -0.092 0.017
H 0.016 -0.010 -0.025
H 0.007 -0.003 0.026
H 0.032 0.004 0.008
H -0.006 0.016 -0.014
H 0.078 0.016 -0.069
H -0.010 0.011 -0.001
H -0.012 -0.127 0.012
H -0.034 0.025 0.118
H 0.016 -0.010 -0.007
H -0.033 0.088 -0.056
H 0.006 0.005 -0.021
H -0.027 0.001 -0.016
H -0.011 -0.020 0.006
H -0.005 0.032 -0.008
C 0.108 0.038 0.002
O -0.126 0.065 -0.179
C 0.023 0.081 0.289
C 0.151 -0.069 0.007
O -0.001 -0.022 -0.040
C -0.104 0.009 -0.058
C -0.042 0.106 0.109
O 0.118 -0.162 -0.038
C -0.062 0.048 0.051
H -0.049 -0.020 -0.020
H 0.026 0.001 0.032
H -0.044 -0.071 0.059
H 0.005 0.005 -0.017
H 0.011 -0.131 -0.121
H 0.013 0.011 -0.010
H -0.096 0.023 0.058
H 0.077 0.037 0.071
H -0.015 -0.009 0.002
H 0.047 0.010 -0.091
H -0.005 -0.011 -0.017
H -0.006 0.025 -0.019
H -0.014 0.015 0.012
H 0.024 -0.001 -0.023

=====

2.
Below is a molecular structure, C14H33ClGdIN2O2P2 in a non-equilibrium geometry, with properties calculated with the ωB97M-V functional and the def2-TZVPD basis.

## Properties
2S+1: 8
Energy relative to the best compared isomer or geometry (same formula, charge and spin) (kJ/mol): 69.0
<S²>: 16.790
LUMO (alpha / beta) (eV): -5.789 / -7.705
HOMO (alpha / beta) (eV): -14.73 / -12.16
Gap between HOMO and LUMO (alpha / beta) (eV): 8.94 / 4.46
Net charge: +2

Each line ends with the Löwdin charge.
Geometry (Å):
C1 -3.3264 -0.1944 -2.8622  -0.0770
C2 -3.3979 -0.0246 -1.3891  -1.0433
H1 -2.3104 -0.5562 -3.0517  0.0877
H2 -3.5384 0.7299 -3.4010  0.1015
H3 -4.0494 -0.9586 -3.1734  0.1003
O1 -2.4501 -0.2683 -0.6417  -0.1790
I1 -3.0577 2.5959 -0.3180  0.6440
Gd1 1.1745 -0.4351 0.5953  1.1498
P1 -0.6231 -2.0023 1.9293  0.6361
C3 0.1084 -3.5825 2.4420  -0.2614
C4 -1.2857 -1.2289 3.4293  -0.2545
H4 -2.0566 -1.8718 3.8460  0.0636
H5 -2.6388 -3.3018 1.7123  0.0678
H6 -1.7184 -0.2637 3.1624  0.0498
H7 -2.7742 -1.6953 0.8814  0.0216
H8 0.7235 -3.4342 3.3348  0.0533
H9 -0.4837 -1.0776 4.1500  0.0483
C5 -2.1316 -2.5565 1.0888  -0.2670
H10 -0.6908 -4.2981 2.6552  0.0599
H11 -1.8723 -3.0016 0.1213  0.0585
H12 0.7472 -3.9871 1.6454  0.0481
P2 1.0675 1.7506 -0.9417  0.6315
C6 2.6979 1.9592 -1.7460  -0.2521
C7 -0.0846 1.6977 -2.3460  -0.2848
H13 -0.2964 3.3010 0.2667  -0.0400
H14 0.7658 4.1217 -0.9297  0.0676
H15 1.4714 3.5278 0.6309  0.0528
C8 0.7209 3.3505 -0.1522  -0.2711
H16 -1.1142 1.7305 -1.9409  -0.0792
H17 0.0867 2.5804 -2.9721  0.0683
H18 2.5682 2.6518 -2.5892  0.0632
H19 3.0920 0.9958 -2.1205  0.0335
H20 0.0433 0.7641 -2.9082  0.0545
H21 3.4140 2.3808 -1.0226  0.0547
Cl1 -5.0625 0.0593 -0.8336  0.6699
C9 3.8704 -0.0155 2.0437  -0.0489
N1 4.7676 -0.7935 1.1661  -0.0502
C10 6.2245 -0.6112 1.2731  -0.1278
C11 6.9188 -1.6786 0.4832  -0.1475
C12 6.4100 -1.7306 -0.9408  -0.1133
N2 4.9515 -1.8733 -0.9127  -0.0539
C13 4.2201 -2.2047 -2.1226  0.0014
C14 4.2310 -1.3355 0.0627  -0.4207
O2 2.9382 -1.2945 -0.0884  -0.3058
H22 3.0779 -0.6518 2.4835  0.0629
H23 3.4394 0.8456 1.4978  0.0666
H24 4.4680 0.3850 2.8677  0.1145
H25 6.4967 0.3889 0.8958  0.1448
H26 6.5137 -0.6742 2.3259  0.1393
H27 6.7822 -2.6549 0.9609  0.1365
H28 7.9979 -1.4615 0.4856  0.1417
H29 6.7972 -2.6077 -1.4688  0.1391
H30 6.7279 -0.8235 -1.4836  0.1460
H31 4.9180 -2.7219 -2.7643  0.1023
H32 3.3922 -2.8767 -1.8976  0.1020
H33 3.8164 -1.3213 -2.6267  0.0942

Atomic forces in eV per Å
C 0.611 -0.080 -0.309
C 0.829 -2.252 0.592
H -0.225 0.218 -0.342
H -0.016 -0.047 0.025
H 0.094 0.265 0.107
O -1.664 1.184 -0.963
I -0.089 1.039 0.491
Gd -1.276 -0.179 0.627
P -1.269 -0.895 0.470
C 0.277 -0.146 0.144
C 0.166 -0.055 -0.041
H -0.062 0.031 0.206
H 0.031 0.171 -0.134
H -0.053 -0.016 0.091
H 0.075 -0.360 0.256
H -0.060 -0.131 -0.089
H -0.084 0.046 0.138
C -0.147 -0.010 -0.332
H 0.201 0.023 0.086
H -0.086 -0.035 0.181
H -0.196 0.036 0.179
P -0.096 1.441 -1.161
C 0.187 0.011 -0.057
C -0.399 -0.132 0.185
H 0.506 0.172 -0.039
H 0.011 0.078 0.323
H -0.325 0.161 -0.184
C 0.045 -0.106 -0.124
H 0.653 -0.028 -0.376
H -0.079 -0.246 -0.068
H 0.271 -0.137 0.205
H -0.239 0.461 0.140
H 0.026 0.311 -0.024
H -0.174 -0.105 -0.307
Cl 0.185 0.005 0.378
C 0.731 -0.309 -0.134
N -0.450 0.314 0.267
C -0.164 0.455 0.193
C 0.812 -0.476 -0.037
C 0.187 -0.144 -0.090
N -0.269 0.679 0.269
C -0.011 -0.462 -0.290
C -0.536 0.223 -0.145
O 2.234 -0.617 0.046
H 0.418 0.262 -0.153
H 0.079 -0.228 0.221
H -0.152 -0.087 -0.138
H -0.098 -0.217 0.164
H -0.140 0.059 -0.134
H 0.000 0.126 -0.034
H -0.344 -0.148 -0.051
H 0.067 0.229 0.097
H -0.332 -0.283 0.006
H 0.025 -0.053 -0.341
H 0.125 0.038 -0.024
H 0.191 -0.054 0.032